Record 1
# C14H11ClN2O2Pd

C14H11ClN2O2Pd as an isolated structure in a non-equilibrium geometry (wB97M-V/def2-TZVPD, the OMol25 dataset).

XYZ file:
```
31
Properties=species:S:1:pos:R:3:forces:R:3:lowdin_spin:R:1
Cl 0.231945 3.604030 -1.240391 0.051 -1.030 0.108 0.25
C -2.082741 -0.802758 -2.038909 -0.315 0.116 -0.134 0.38
C -1.167834 -1.824709 -1.676527 0.483 -0.425 -0.219 0.38
C 0.131708 -1.472723 -2.187421 -0.174 0.441 -0.264 0.26
H -1.408504 -2.756152 -1.168583 0.018 0.214 -0.138 0.01
C -0.003483 -0.189186 -2.879862 -1.027 -1.218 -1.781 0.29
C -1.384221 0.221559 -2.717691 0.402 -0.117 -0.697 0.36
H -1.794787 1.121792 -3.172127 -0.032 -0.189 0.260 0.01
H -3.156218 -0.835115 -1.883808 0.153 0.043 0.063 0.01
H 1.031501 -2.081569 -2.250760 -0.354 -0.092 0.095 0.01
C 0.995588 0.403656 -3.810536 0.136 -0.044 0.759 0.06
Pd 0.430828 0.188322 -0.745886 -0.587 0.044 2.195 1.02
C 2.267011 0.818824 -0.846206 5.325 1.927 0.528 0.12
O 3.308770 1.305912 -0.806785 -3.514 -1.594 -0.279 0.02
C -0.541030 2.084229 -0.540760 -2.685 3.033 1.219 0.28
O -1.572243 2.222465 0.037366 2.037 -1.054 -1.110 0.25
H 1.971439 -0.069285 -3.675230 -0.088 0.053 -0.116 0.00
H 1.088987 1.481002 -3.627325 -0.062 0.000 -0.216 0.02
H 0.688913 0.262707 -4.855143 -0.120 0.052 0.074 0.03
N -0.263468 -0.740623 6.759173 0.289 0.380 -2.837 0.00
C -0.145791 -0.588926 5.603060 -0.249 -0.332 2.269 0.00
C -0.002376 -0.407861 4.172123 0.011 -0.145 0.185 0.00
C -1.089093 -0.609310 3.318790 -0.301 0.086 -0.470 0.01
C -0.923333 -0.407900 1.949454 -0.010 -0.267 0.585 0.03
N 0.268983 -0.074322 1.451525 0.369 0.063 -0.767 0.19
C 1.328486 0.118558 2.242637 0.071 -0.009 0.709 0.01
C 1.227405 -0.047652 3.624048 0.323 0.099 -0.461 0.01
H -2.060872 -0.916205 3.695736 0.187 0.125 0.009 0.00
H -1.757439 -0.526139 1.250720 0.269 0.032 0.244 0.01
H 2.268218 0.432268 1.779754 -0.362 -0.241 0.240 0.00
H 2.113658 0.085096 4.239564 -0.241 0.048 -0.049 0.00
```
Forces are in eV/Å.

Properties
Energy relative to the best compared isomer or geometry (same formula, charge and spin) in kcal/mol: 0.00
Total charge: +2
Orbital gap (alpha / beta) in eV: 9.1 / 4.8
Multiplicity: 5


Record 2
# C14H11F4IN2O3Pt

C14H11F4IN2O3Pt as an isolated structure in a non-equilibrium geometry (wB97M-V/def2-TZVPD, the OMol25 dataset).

XYZ file:
```
36
Properties=species:S:1:pos:R:3:forces:R:3:nbo_charge:R:1
C 3.526779 0.474877 0.259198 0.905 0.765 1.139 -0.38
N 2.925586 0.825374 1.523549 0.719 2.136 -1.964 -0.46
C 1.727017 1.647948 1.412469 -1.042 -1.022 0.784 -0.31
C 0.602591 0.960675 0.682765 0.845 0.478 0.266 0.06
C 0.527644 -0.443340 0.700161 0.022 0.122 -0.116 -0.22
C -0.493454 -1.109014 0.063231 -0.039 0.376 -0.448 0.04
C -0.439105 -2.635471 0.142457 0.639 0.403 0.624 0.60
F -1.021918 -3.266618 -0.884042 -0.412 0.090 0.119 -0.30
F 0.888088 -2.960440 0.078732 -0.107 -0.146 -0.267 -0.32
C -0.941822 -3.142608 1.543122 0.919 -0.666 0.243 0.51
F 0.160163 -3.178583 2.345395 -0.176 0.189 0.008 -0.32
F -1.785613 -2.255237 2.094549 -0.384 -0.087 -0.370 -0.31
C -1.496319 -0.348539 -0.600563 -0.660 -0.967 -0.532 0.13
C -2.674646 -0.999203 -1.285805 0.602 1.049 0.731 -0.57
C -2.482571 -0.884416 -2.835515 -2.141 -0.085 -0.017 0.48
O -3.426164 -0.735609 -3.523251 0.944 -0.256 -0.034 -0.37
I -0.552250 -0.939313 -3.776445 0.058 0.012 0.419 0.32
C -1.397203 1.060183 -0.625805 0.007 0.295 -0.294 -0.14
C -0.372763 1.716561 0.000547 0.381 -0.213 -0.005 -0.03
C -0.518980 3.242909 -0.206544 -0.082 -1.841 -0.169 0.68
O 0.298482 4.077939 0.021465 -0.385 -0.069 0.158 -0.45
N -1.836832 3.375958 -0.741976 0.280 0.772 0.465 -0.67
C -2.291682 2.131770 -1.293940 0.412 -0.602 0.564 0.68
O -3.137431 1.985613 -2.119412 0.323 -0.007 0.627 -0.43
H 2.956368 0.836319 -0.613239 -0.209 -0.981 0.094 0.28
H 4.540425 0.902469 0.168744 -0.246 -0.153 0.131 0.25
H 3.653632 -0.683825 0.214586 0.047 -0.674 -0.399 0.12
H 3.598734 1.425279 1.998887 -0.011 -0.655 0.692 0.42
H 1.365090 1.811113 2.451634 0.057 0.231 -0.359 0.29
H 1.908961 2.654249 0.988144 0.184 -0.203 0.078 0.30
H 1.285919 -1.030827 1.212255 -0.180 0.270 0.070 0.26
H -1.330008 -4.169216 1.524692 -0.375 0.386 -0.210 0.19
H -3.560480 -0.389366 -1.052656 0.169 -0.165 -0.458 0.29
H -2.902058 -2.011332 -0.940895 0.327 0.069 -0.494 0.29
H -2.381475 3.651237 0.081177 -0.672 0.676 -0.761 0.43
Pt 5.077297 -1.597515 0.992326 -0.723 0.474 -0.314 0.67
```
Forces are in eV/Å.

Properties
Total charge: +2
Orbital gap in eV: 2.5
Multiplicity: 1


Record 3
# C14H11N

One molecule with the formula C14H11N in a non-equilibrium geometry (wB97M-V/def2-TZVPD, the OMol25 dataset).

XYZ file:
```
26
Properties=species:S:1:pos:R:3:forces:R:3:nbo_charge:R:1
C -0.101223 0.109403 2.260356 -4.305 1.893 -1.775 0.08
N -1.376377 0.514834 2.029922 3.611 -2.094 2.501 -0.37
C -1.762656 1.205883 0.812056 -1.030 -0.796 0.069 -0.27
C -1.702712 0.193863 -0.353828 -1.685 1.948 1.910 -0.04
C -2.883491 -0.370606 -0.803255 1.757 -1.760 -1.650 -0.20
C -2.856926 -1.461086 -1.729918 3.910 2.167 2.053 -0.19
C -1.605250 -1.971492 -2.077590 0.219 2.280 1.317 -0.21
C -0.418646 -1.278116 -1.570720 -2.245 -3.365 -2.677 -0.21
C -0.457147 -0.224900 -0.745271 2.250 0.453 1.235 0.01
C 0.891253 0.202763 -0.096698 -1.887 0.298 -0.351 0.02
C 1.988966 0.488161 -0.945837 -1.459 -0.279 2.603 -0.22
C 3.174866 0.804573 -0.370322 -0.021 -0.412 2.556 -0.18
C 3.383565 0.854812 1.038408 -0.996 -0.113 -0.791 -0.22
C 2.268351 0.553445 1.872689 1.711 1.339 0.096 -0.17
C 0.986826 0.275814 1.327548 2.039 0.245 -1.698 -0.15
H 0.280889 -0.270385 3.204875 -1.065 -0.085 0.339 0.20
H -2.867835 1.585470 0.947174 2.365 -0.439 -0.254 0.21
H -0.998763 1.979009 0.753079 -0.376 0.648 -0.791 0.21
H -3.819068 -0.158016 -0.395629 -1.253 0.937 0.658 0.21
H -3.748586 -1.853748 -1.980224 -2.740 -1.603 -1.112 0.20
H -1.548093 -2.876986 -2.639916 0.382 -0.291 -0.432 0.21
H 0.468367 -1.761295 -1.879404 1.199 -0.122 -0.030 0.21
H 1.884001 0.564171 -1.978936 -0.355 -0.264 -1.587 0.22
H 3.983077 0.937195 -0.990443 1.869 0.676 -1.315 0.20
H 4.405973 1.208690 1.340611 -1.370 -0.635 0.285 0.23
H 2.430640 0.748544 2.971273 -0.524 -0.625 -1.157 0.22
```
Forces are in eV/Å.

Properties
Energy relative to the best compared isomer or geometry (same formula, charge and spin) in kcal/mol: 44.98
Total charge: 0
Orbital gap in eV: 9.1
Structure (SMILES): C1=NCc2ccccc2-c2ccccc21
Multiplicity: 1


DFT total energy
In order: -1387.319182 -1690.871284 -594.777184
Unit: a.u.